# 1
Below is a 3-piece molecular cluster, CH7O3 overall at a distorted geometry, with properties calculated with ωB97M-V with the def2-TZVPD basis set.

Element x y z (Å)
C1 -0.138177 -0.706834 -1.746569
O1 -0.526885 0.004041 -0.658565
H1 -1.006021 -1.299257 -2.166932
H2 0.242820 -0.021221 -2.548633
H3 0.740404 -1.382697 -1.670135
H4 -0.537492 -0.730383 0.789535
H5 -0.750856 -1.946823 1.738592
O2 -0.212719 -1.153647 1.642743
H6 0.036783 2.387608 0.730106
H7 0.670079 1.051067 0.370130
O3 0.884658 1.975919 0.659465

Forces on atoms 1 to 3 (eV/Å):
-0.33 0.55 -0.73
0.11 -0.11 0.82
0.68 0.09 -0.13

The maximum force comes out at 0.0242 Eh/bohr. The value obtained for the total energy is -268.02367 Eh. For the HOMO energy, the calculation gives -3.3 eV. As for the gap between HOMO and LUMO: 7.785 eV. The energy relative to the best compared isomer or geometry (same formula, charge and spin) comes out at 41.3 kJ/mol. As for the charge: -1.


# 2
Below is a 2-piece molecular cluster, CH7OS overall at a distorted geometry, with properties calculated with ωB97M-V with the def2-TZVPD basis set.

Element x y z (Å)
O1 -0.844850 -1.776531 -0.627199
H1 1.465438 0.717914 1.853558
H2 -1.027843 -1.281852 -1.420323
H3 -0.425981 -2.606329 -0.918923
C1 0.380475 1.168864 -0.147809
S1 0.215351 0.182780 1.506340
H4 1.115370 1.920348 0.103371
H5 -0.638697 1.649153 -0.232378
H6 0.620822 0.572954 -1.019879
H7 -0.860085 -0.547302 0.903242

Forces on atoms 1 to 3 (eV/Å):
0.14 -0.07 0.48
-0.39 -2.16 0.25
-0.25 0.09 -0.62

The maximum force comes out at 0.0770 Eh/bohr. The value obtained for the total energy is -515.31414 Eh. For the HOMO energy, the calculation gives -16.0 eV. As for the gap between HOMO and LUMO: 8.587 eV. The energy relative to the best compared isomer or geometry (same formula, charge and spin) comes out at 305.4 kJ/mol. As for the charge: +1.


# 3
Below is a 2-piece molecular cluster, CH7OS overall at a distorted geometry, with properties calculated with ωB97M-V with the def2-TZVPD basis set.

Element x y z (Å)
O1 0.141377 2.228697 0.218823
H1 0.113423 -0.767333 1.664729
H2 0.724441 2.506868 -0.502157
H3 0.123545 2.986453 0.834468
C1 -0.008712 -1.585504 -0.624425
S1 -0.819894 -0.738808 0.685061
H4 -0.041352 -0.948275 -1.502606
H5 -0.534898 -2.510891 -0.811904
H6 1.016066 -1.751010 -0.334751
H7 -0.713996 0.579803 0.372761

Forces on atoms 1 to 3 (eV/Å):
0.14 0.43 0.22
-0.09 0.19 -0.25
-0.15 -0.04 0.12

The maximum force comes out at 0.0336 Eh/bohr. The value obtained for the total energy is -515.42635 Eh. For the HOMO energy, the calculation gives -16.5 eV. As for the gap between HOMO and LUMO: 12.621 eV. The energy relative to the best compared isomer or geometry (same formula, charge and spin) comes out at 10.8 kJ/mol. As for the charge: +1.


# 4
Below is a 2-piece molecular cluster, CH7OS overall at a distorted geometry, with properties calculated with ωB97M-V with the def2-TZVPD basis set.

Element x y z (Å)
O1 -1.504923 1.409173 1.259301
H1 -0.268449 -2.183441 -0.108912
H2 -1.106714 1.177611 2.109461
H3 -1.784827 2.328238 1.295165
C1 1.274129 -0.532278 -0.859446
S1 -0.482210 -0.991660 -0.706541
H4 1.784193 -0.875357 0.034712
H5 1.440655 0.528311 -1.006393
H6 1.593611 -1.102852 -1.725441
H7 -0.945465 0.242255 -0.291906

Forces on atoms 1 to 3 (eV/Å):
0.28 -0.53 -0.38
-0.79 0.65 1.50
-0.19 0.32 -0.09

The maximum force comes out at 0.0640 Eh/bohr. The value obtained for the total energy is -515.38826 Eh. For the HOMO energy, the calculation gives -16.3 eV. As for the gap between HOMO and LUMO: 10.911 eV. The energy relative to the best compared isomer or geometry (same formula, charge and spin) comes out at 110.8 kJ/mol. As for the charge: +1.